DFT (ωB97M-V/def2-TZVPD) results for C63H70IN4O3P2S2ScSi2Te as an isolated structure.

```
149
C63H70IN4O3P2S2ScSi2Te, DFT ωB97M-V/def2-TZVPD
Sc 1.24757 -0.21995 0.21036
C 3.26879 -4.31416 -0.86918
C 3.18566 -2.91658 -0.32400
N 2.05786 -2.26807 -0.49471
N 1.11505 -3.01532 -1.18409
C 0.15863 -2.42508 -1.79848
S -0.23548 -0.74856 -1.83104
S -0.86827 -3.42672 -2.81945
C -0.02333 -5.05196 -2.75409
C 0.68018 -5.41269 -4.02531
C 0.80291 -6.74819 -4.39121
C 1.45919 -7.10267 -5.55613
C 1.99509 -6.12490 -6.37715
C 1.87913 -4.79286 -6.01689
C 1.23440 -4.43958 -4.84550
C 4.32753 -2.26656 0.26234
C 5.55425 -2.93024 0.43765
C 6.70045 -2.26225 0.78983
C 6.66759 -0.87930 0.96858
C 5.47781 -0.20571 0.88112
C 4.26984 -0.87245 0.57965
O 3.15314 -0.21336 0.60281
H 3.04026 -4.28302 -1.93480
H 2.50270 -4.91838 -0.38134
H 4.23682 -4.77463 -0.73425
H -0.78983 -5.78334 -2.50417
H 0.67735 -4.95328 -1.92392
H 0.38077 -7.51509 -3.75818
H 1.54648 -8.14554 -5.82578
H 2.50241 -6.39402 -7.29331
H 2.28813 -4.02106 -6.65252
H 1.14277 -3.39764 -4.57581
H 5.61237 -3.99827 0.29318
H 7.62862 -2.80260 0.91006
H 7.58246 -0.34179 1.17531
H 5.42379 0.85774 1.05889
C -5.33377 0.02415 0.29514
C -4.29236 0.44503 1.29192
N -4.80789 0.44316 2.52512
C -4.04424 0.90582 3.51157
C -2.74243 1.28471 3.37721
C -2.06026 1.84826 4.59564
O -1.10931 0.97406 5.19241
C -2.06229 1.13133 2.09363
C -0.68989 1.31809 2.14446
N 0.36056 1.35713 1.23834
C 1.53489 1.87114 1.77202
C 1.87787 1.86765 3.14922
C 2.99651 2.49774 3.64371
C 3.87342 3.16647 2.80504
C 3.64006 3.11414 1.44045
C 2.51375 2.48428 0.96177
I 2.36695 2.27737 -1.16894
C -2.98700 0.80152 1.02847
O -2.44245 0.91723 -0.31174
H -5.93386 0.88840 0.00721
H -5.99601 -0.67127 0.80523
H -4.93319 -0.46797 -0.58190
H -4.54446 0.97195 4.47130
H -2.83045 2.10004 5.33655
H -1.51401 2.76710 4.36546
H -1.57091 0.15999 5.42236
H -0.38863 1.63795 3.12866
H 1.26549 1.31851 3.84865
H 3.18731 2.46096 4.70624
H 4.73574 3.68669 3.19162
H 4.33077 3.56887 0.74616
C -1.57554 -5.69243 1.31763
Si -2.09123 -4.69420 2.86603
C -3.90902 -5.05812 3.30736
C -0.98649 -5.24276 4.31937
C -1.91866 -2.83613 2.48301
Te 0.15954 -2.41239 1.95216
C 0.62027 -2.03187 4.02952
Si 2.43327 -2.45728 4.43873
C 3.59550 -1.13238 3.73352
C 2.57554 -2.51912 6.33975
C 2.87511 -4.18179 3.73596
H -1.06868 -6.61083 1.59701
H -0.89371 -5.11604 0.69471
H -2.43116 -5.97034 0.71001
H -4.04855 -6.11606 3.49861
H -4.58834 -4.77324 2.51075
H -4.20993 -4.52074 4.20050
H -1.15727 -6.29025 4.54779
H -1.19676 -4.67972 5.22261
H 0.06647 -5.11899 4.08833
H -2.17943 -2.19785 3.32170
H -2.56536 -2.55609 1.65858
H -0.06092 -2.64658 4.60980
H 0.40200 -0.98958 4.24952
H 3.84031 -0.37863 4.47274
H 3.14464 -0.61755 2.89091
H 4.52702 -1.56306 3.38085
H 2.22557 -1.59435 6.78797
H 3.60793 -2.66121 6.63952
H 1.99408 -3.33230 6.76265
H 2.34644 -4.38055 2.80383
H 2.62320 -4.97297 4.43664
H 3.94017 -4.25407 3.53524
C -4.42969 1.64074 -2.26053
P -2.91862 0.68849 -1.76035
C -3.33410 -1.04709 -2.11397
C -3.96578 -1.42947 -3.29012
C -4.36243 -2.74594 -3.45605
C -4.16449 -3.66571 -2.44257
C -3.54025 -3.28485 -1.26457
C -3.11584 -1.98098 -1.10740
C -1.73250 1.48970 -2.85486
C -1.75085 1.16286 -4.20633
C -0.98111 1.89292 -5.09045
C -0.22663 2.96362 -4.63517
C -0.19858 3.26989 -3.28689
C -0.94249 2.52538 -2.38726
P -4.70744 3.15542 -1.18474
C -6.09039 3.91009 -2.14068
C -6.13914 5.30067 -2.22160
C -7.13018 5.93009 -2.94887
C -8.10904 5.18149 -3.58022
C -8.10187 3.80405 -3.45920
C -7.10528 3.17011 -2.73588
C -3.39754 4.25349 -1.86963
C -3.34546 4.60192 -3.21599
C -2.42529 5.53307 -3.65666
C -1.54943 6.12487 -2.75934
C -1.58239 5.77034 -1.42333
C -2.50694 4.84036 -0.97765
H -5.30908 1.00245 -2.17800
H -4.30537 1.93026 -3.30815
H -4.15798 -0.70829 -4.07127
H -4.83413 -3.05346 -4.37771
H -4.49496 -4.68447 -2.57287
H -3.36692 -4.00044 -0.47595
H -2.61356 -1.66341 -0.20451
H -2.33415 0.32459 -4.55930
H -0.97097 1.62674 -6.13645
H 0.34393 3.55370 -5.33635
H 0.40553 4.08859 -2.93217
H -0.91133 2.73693 -1.32869
H -5.37999 5.89073 -1.72801
H -7.13022 7.00634 -3.03176
H -8.88003 5.67184 -4.15446
H -8.87112 3.21656 -3.93858
H -7.12826 2.09366 -2.64535
H -4.04348 4.16787 -3.91930
H -2.39860 5.80673 -4.70083
H -0.84300 6.86399 -3.10716
H -0.89292 6.22186 -0.72561
H -2.55057 4.56602 0.06705
```

Computed properties:
* energy relative to the best compared isomer or geometry (same formula, charge and spin): 3.401 eV
* lowest unoccupied orbital energy: -0.1 eV
* E_tot: -6272.0239 a.u.
* gap between HOMO and LUMO: 4.7 eV

Löwdin population analysis, charges in e, atoms 1 to 99: 0.4782 -0.0036 -0.2302 -0.1041 -0.1338 -1.0397 0.6880 0.9785 -0.3660 -0.2891 -0.0505 -0.0893 -0.0967 -0.0818 -0.0677 -0.0948 -0.0376 -0.0946 -0.0739 0.0003 -0.3280 -0.2571 0.0900 0.0904 0.0621 0.0795 0.0561 0.1099 0.1008 0.0996 0.1023 0.0905 0.0984 0.0991 0.1061 0.1110 -0.0456 -0.3307 0.0460 -0.1532 -0.1748 -0.2322 -0.0869 -0.1236 -0.1615 -0.1250 -0.3949 -0.0352 -0.0873 -0.0988 -0.1809 -0.5553 1.1452 -0.1427 -0.1982 0.0566 0.0877 0.0277 0.1058 0.1110 0.1216 0.0834 0.0528 0.0991 0.1077 0.0976 0.0894 -0.1811 0.4633 -0.1764 -0.1755 -0.4980 1.3589 -0.5121 0.4786 -0.1420 -0.1786 -0.1876 0.0270 -0.0075 0.0161 0.0239 0.0220 0.0268 0.0313 0.0276 0.0051 0.0149 -0.0180 -0.0050 -0.0063 0.0340 0.0035 0.0318 0.0255 0.0242 0.0216 -0.0175 0.0207


DFT (ωB97M-V/def2-TZVPD) results for a 8-piece molecular cluster, C63H81F7N4O4P overall.

```
160
C63H81F7N4O4P, DFT ωB97M-V/def2-TZVPD
C 3.18329 -7.61565 1.76098
C 4.42360 -6.56158 1.67205
C 3.91476 -5.02478 1.65856
C 4.01441 -4.34539 0.20652
C 3.83636 -2.72821 0.24434
C 2.40363 -2.27350 0.81792
N 1.53172 -1.57134 -0.15750
C 1.37588 -2.31071 -1.43705
C 0.67760 -3.77828 -1.25016
C 0.62134 -4.38728 -2.75171
C 2.04895 -4.91234 -3.25986
O 2.77547 -4.11750 -3.90972
O 2.54397 -6.22934 -3.07811
N -0.71852 -3.65438 -0.62666
O -1.54200 -3.29244 -1.65451
C -2.95550 -3.49778 -1.38268
C -3.73613 -2.27576 -2.12185
C -3.92306 -2.52981 -3.70235
C -5.06980 -1.82609 -1.35916
C -4.82572 -1.26294 0.12787
C -6.06311 -3.08612 -1.33474
P -1.06615 -5.29623 0.06831
N -1.50751 -6.38597 -1.00302
C -0.70572 -2.71536 0.55067
C 0.14538 -1.36929 0.36172
O -0.63492 -0.46154 -0.48707
C 0.12356 -0.63689 1.82285
C 0.71604 0.83673 1.60225
C 1.60454 1.40376 2.82027
N 2.61396 2.35327 2.19282
H 2.92949 -7.91176 0.68058
H 3.44464 -8.51660 2.40761
H 2.24583 -7.13559 2.22402
H 4.99256 -6.70321 2.66673
H 5.13917 -6.80735 0.81590
H 2.78506 -5.07937 1.90482
H 4.41003 -4.41034 2.48274
H 3.34964 -4.84085 -0.58254
H 5.09945 -4.51528 -0.15498
H 4.09463 -2.30862 -0.78181
H 4.66236 -2.36231 0.95951
H 1.90365 -3.23857 1.22292
H 2.63829 -1.65430 1.76289
H 2.36385 -2.46662 -2.01194
H 0.69854 -1.77274 -2.20198
H 1.27468 -4.42533 -0.52427
H -0.20741 -5.14955 -2.90943
H 0.36473 -3.49704 -3.43931
H 3.11076 -6.30146 -2.28044
H -3.31074 -4.45077 -1.89552
H -3.26853 -3.44383 -0.29058
H -3.00509 -1.38239 -2.04201
H -4.45869 -1.61428 -4.12300
H -4.42903 -3.51750 -3.95706
H -2.86312 -2.50312 -4.15932
H -5.50452 -0.94246 -1.96334
H -5.60930 -0.49403 0.45708
H -4.97337 -2.16329 0.83917
H -3.77458 -0.86285 0.31752
H -5.64528 -3.87683 -0.60617
H -7.06250 -2.73594 -0.89757
H -6.14742 -3.48202 -2.40087
H 0.12124 -5.80410 0.72864
H -2.06441 -5.12602 1.09285
H -2.45898 -6.70335 -0.72057
H -1.74550 -2.41213 0.92104
H -0.23533 -3.30933 1.42680
H -1.52488 -0.42242 -0.05570
H -0.99487 -0.59702 2.11127
H 0.64305 -1.24982 2.63025
H 1.31412 0.92192 0.62623
H -0.18190 1.54955 1.46498
H 0.90967 2.07591 3.44167
H 2.09916 0.59424 3.44993
H 3.11531 1.83068 1.46212
H 2.02817 3.03399 1.67514
F 3.81912 2.37851 -0.43355
C 4.80752 3.29417 -0.40742
C 5.42923 3.65304 -1.59257
C 6.44638 4.60148 -1.57099
C 6.83750 5.17218 -0.36248
C 6.20958 4.80066 0.82287
C 5.18430 3.86028 0.80191
H 5.11696 3.19207 -2.52299
H 6.93425 4.89525 -2.49436
H 7.63416 5.90880 -0.34609
H 6.51853 5.24344 1.76358
H 4.67883 3.56673 1.71475
F 0.17584 2.73012 5.73996
C 0.74217 3.87307 6.16804
C 0.24754 4.49411 7.30390
C 0.83668 5.67319 7.74892
C 1.90663 6.22264 7.04624
C 2.39138 5.59230 5.90393
C 1.80976 4.40753 5.46502
H -0.59113 4.05587 7.83268
H 0.46341 6.16292 8.63944
H 2.36277 7.14479 7.39146
H 3.22194 6.02358 5.35547
H 2.18074 3.89905 4.58177
F -3.32271 -2.65384 -7.01126
C -3.23442 -3.92620 -7.43164
C -2.44961 -4.82349 -6.72435
C -2.36203 -6.14287 -7.15666
C -3.05161 -6.54672 -8.29704
C -3.83266 -5.63539 -9.00193
C -3.92951 -4.31875 -8.56410
H -1.91352 -4.48857 -5.84371
H -1.75684 -6.85529 -6.60641
H -2.97926 -7.57493 -8.63613
H -4.36585 -5.95052 -9.89227
H -4.53984 -3.59813 -9.09548
F -5.06813 1.34002 1.57807
C -6.02855 2.24986 1.82876
C -6.28101 2.62962 3.13719
C -7.26977 3.57315 3.39536
C -8.00155 4.11768 2.34292
C -7.74226 3.72472 1.03337
C -6.74618 2.78939 0.77346
H -5.70686 2.18883 3.94386
H -7.47055 3.88340 4.41491
H -8.77568 4.85045 2.54570
H -8.31574 4.14670 0.21520
H -6.52463 2.47833 -0.24093
F -1.08907 7.57221 9.27712
C -2.07506 7.19495 10.10834
C -3.31202 7.81359 10.02159
C -4.33403 7.41938 10.87874
C -4.10391 6.41861 11.81973
C -2.85597 5.80801 11.90077
C -1.83666 6.19399 11.03665
H -3.46984 8.59607 9.28862
H -5.30828 7.89151 10.81444
H -4.90060 6.11487 12.49098
H -2.67703 5.03169 12.63685
H -0.86128 5.72331 11.07980
F 8.01037 5.01668 -5.20129
C 7.26437 4.00329 -5.66797
C 6.70833 4.09382 -6.93423
C 5.93936 3.04087 -7.41911
C 5.72646 1.91427 -6.62791
C 6.28592 1.83697 -5.35586
C 7.06401 2.88488 -4.87495
H 6.87809 4.98162 -7.53200
H 5.50592 3.09790 -8.41162
H 5.12279 1.09524 -7.00544
H 6.11605 0.96082 -4.73902
H 7.51477 2.83786 -3.89038
F -2.69936 0.18974 -3.85312
C -1.64835 1.00410 -4.05554
C -1.67138 1.89179 -5.11943
C -0.58694 2.73796 -5.32606
C 0.51219 2.67910 -4.47278
C 0.52590 1.77992 -3.41056
C -0.56300 0.94036 -3.19623
H -2.53196 1.91767 -5.77779
H -0.59767 3.44187 -6.15097
H 1.35964 3.33672 -4.63743
H 1.38487 1.73251 -2.74900
H -0.57072 0.23952 -2.36623
```

Computed properties:
* lowest unoccupied orbital energy: -2.7 eV
* charge: +1
* E_tot: -4009.0517 a.u.
* gap between HOMO and LUMO: 7.8 eV

Löwdin population analysis, charges in e, atoms 1 to 99: -0.1263 -0.2328 -0.2105 -0.2011 -0.1468 -0.1666 -0.0595 -0.0748 -0.1914 -0.0240 -0.3692 0.0789 0.0440 -0.3356 -0.1004 -0.1356 -0.2966 -0.0722 -0.3577 -0.0794 -0.0770 0.8358 -0.2407 -0.0701 -0.4249 -0.0470 -0.1012 -0.1675 -0.2347 -0.0333 0.0697 0.0758 0.0575 0.1074 0.1078 0.0804 0.1211 0.0808 0.1255 0.1135 0.1233 0.0993 0.1352 0.1384 0.1437 0.1103 0.1156 0.1397 0.1048 0.1347 0.1076 0.1248 0.0920 0.0871 0.0834 0.1480 0.0797 0.0842 0.0618 0.0837 0.0944 0.0819 0.0540 0.0548 0.0080 0.1442 0.1360 0.1029 0.1288 0.1150 0.1116 0.1267 0.1008 0.1153 0.0367 0.0823 0.0283 -0.2801 -0.0184 -0.0759 -0.0862 -0.0743 -0.0216 0.1062 0.0960 0.1053 0.1075 0.0895 0.0421 -0.2886 -0.0126 -0.0750 -0.0859 -0.0791 -0.0206 0.1153 0.0814 0.1045 0.1055